1) 54
Properties=species:S:1:pos:R:3 method="wB97M-V/def2-TZVPD" molar_mass_g_mol=395.45 smiles="CCCCCCc1cc2cc(C(=O)Nc3ccccc3OC)c(=O)oc2cc1O" gap_ev=8.03 lumo_ev=-0.1
C -3.500 4.011 0.350
C -4.964 3.779 0.704
C -5.548 2.521 0.059
C -4.940 1.229 0.601
C -5.602 -0.004 -0.008
H -6.668 0.002 0.229
H -5.501 0.026 -1.094
C -4.991 -1.312 0.514
C -3.549 -1.437 0.122
C -2.529 -1.159 1.002
C -1.182 -1.240 0.625
C -0.874 -1.622 -0.690
C -1.892 -1.909 -1.591
C -3.216 -1.817 -1.195
O -4.226 -2.094 -2.051
H -3.871 -2.366 -2.906
H -1.630 -2.207 -2.596
O 0.402 -1.739 -1.117
C 1.479 -1.481 -0.314
O 2.577 -1.681 -0.770
C 1.185 -1.007 1.039
C -0.090 -0.943 1.490
H -0.286 -0.644 2.510
C 2.332 -0.747 1.965
O 2.373 -1.244 3.073
N 3.320 0.059 1.507
C 3.376 0.793 0.320
C 2.272 1.447 -0.203
C 2.372 2.154 -1.390
C 3.585 2.226 -2.046
C 4.709 1.612 -1.514
C 4.620 0.898 -0.330
O 5.659 0.274 0.295
C 6.909 0.249 -0.350
H 7.561 -0.336 0.297
H 6.843 -0.234 -1.329
H 7.324 1.256 -0.464
H 5.647 1.688 -2.040
H 3.669 2.770 -2.974
H 1.502 2.649 -1.794
H 1.331 1.407 0.325
H 4.188 0.019 2.029
H -2.762 -0.870 2.016
H -5.548 -2.149 0.091
H -5.079 -1.345 1.601
H -5.058 1.205 1.687
H -3.872 1.205 0.379
H -6.626 2.504 0.237
H -5.394 2.567 -1.021
H -5.547 4.641 0.373
H -5.067 3.708 1.789
H -3.157 4.957 0.763
H -2.869 3.221 0.748
H -3.371 4.043 -0.730

2) 54
Properties=species:S:1:pos:R:3 method="wB97M-V/def2-TZVPD" molar_mass_g_mol=395.45 smiles="CC(C)Oc1cccc(C(=O)[C@H]2CCCN(C(=O)c3ccc4c(c3)OCO4)C2)c1" gap_ev=8.67 lumo_ev=0.4
C 7.808 -0.235 0.416
H 8.055 0.782 0.120
H 8.727 -0.779 0.617
H 7.218 -0.191 1.329
C 7.029 -0.920 -0.707
C 7.822 -0.911 -2.010
H 7.251 -1.396 -2.797
H 8.022 0.114 -2.311
H 8.764 -1.436 -1.879
H 6.806 -1.961 -0.432
O 5.817 -0.226 -0.980
C 4.741 -0.365 -0.172
C 3.634 0.412 -0.514
C 2.450 0.344 0.208
C 2.373 -0.503 1.315
C 3.472 -1.259 1.666
C 4.648 -1.207 0.934
H 5.478 -1.825 1.240
H 3.421 -1.910 2.527
H 1.479 -0.556 1.915
C 1.330 1.206 -0.241
O 1.521 2.200 -0.905
C -0.079 0.805 0.171
C -0.523 1.693 1.342
C -1.984 1.420 1.687
H -2.313 2.088 2.484
H -2.095 0.391 2.035
C -2.865 1.624 0.451
N -2.404 0.773 -0.620
C -2.998 -0.384 -1.004
O -2.436 -1.210 -1.700
C -4.420 -0.580 -0.573
C -4.751 -1.710 0.159
C -6.067 -1.985 0.526
C -7.028 -1.096 0.111
C -6.702 0.033 -0.645
C -5.408 0.318 -0.999
H -5.165 1.184 -1.592
O -7.844 0.736 -0.925
C -8.901 0.007 -0.341
O -8.380 -1.125 0.322
H -9.433 0.645 0.383
H -9.605 -0.316 -1.125
H -6.325 -2.858 1.101
H -3.967 -2.393 0.447
C -1.035 1.024 -1.010
H -0.790 0.341 -1.826
H -0.943 2.056 -1.362
H -3.904 1.397 0.687
H -2.796 2.667 0.120
H 0.111 1.514 2.213
H -0.403 2.739 1.050
H -0.117 -0.248 0.460
H 3.700 1.071 -1.366

The structure shown above that is most stable: 1).